(1)
ORCA calculation (ωB97M-V/def2-TZVPD) on 14 unconnected molecules or ions with the total composition C5H39NO13S2.

Each line ends with the Mulliken charge.
CARTESIAN COORDINATES (ANGSTROEM)
C 2.01 -2.52 -0.42  -0.45
C 2.94 -1.61 0.39  -0.28
S 4.50 -2.27 0.80  -0.24
C 1.15 -1.83 -1.56  -0.57
N -0.06 -1.25 -0.96  -0.09
C -0.87 -0.28 -1.84  2.08
C -1.54 -1.08 -3.03  -0.96
S -3.02 -0.49 -4.19  -0.26
H 1.29 -3.02 0.28  0.08
H 2.62 -3.26 -1.01  0.47
H 2.58 -0.85 1.10  0.25
H 3.17 -0.89 -0.35  0.08
H 3.93 -3.48 1.22  0.14
H 0.96 -2.58 -2.40  0.40
H 1.56 -0.94 -2.11  0.24
H -0.70 -2.08 -0.58  0.35
H -1.70 0.17 -1.35  -0.23
H -0.19 0.44 -2.28  -1.32
H -0.99 -1.62 -3.83  0.36
H -2.23 -1.83 -2.69  0.29
H -2.96 0.90 -4.50  0.11
H 4.29 1.39 0.69  0.29
H 5.29 1.12 -0.65  0.31
O 4.85 1.73 0.04  -0.62
H -3.04 3.46 1.40  0.31
H -3.13 2.55 2.78  0.30
O -3.13 3.43 2.33  -0.65
H -3.08 -0.83 3.56  0.27
H -2.58 0.32 2.88  0.37
O -3.14 0.13 3.61  -0.65
H -1.68 -2.81 1.88  0.32
H -0.83 -3.94 1.21  0.33
O -1.07 -2.84 1.17  -0.79
H -0.15 3.48 -1.98  0.34
H 0.56 2.83 -0.59  0.41
O -0.21 3.34 -0.99  -0.76
H -3.83 -0.32 -0.33  0.36
H -4.00 1.00 0.21  0.33
O -4.52 0.28 -0.15  -0.63
H -3.17 2.21 -1.66  0.24
H -1.72 2.72 -1.09  0.31
O -2.45 2.01 -1.06  -0.42
H 1.44 1.43 4.29  0.27
H 0.08 0.72 4.04  0.29
O 0.90 1.00 3.59  -0.60
H 1.33 1.75 2.00  0.35
H 1.80 3.09 1.98  0.28
O 2.05 2.25 1.51  -0.58
H -0.03 -3.61 2.86  0.32
H 1.06 -2.50 3.08  0.31
O 0.79 -3.38 3.31  -0.60
H -1.12 -0.32 0.89  0.18
H -2.15 0.96 0.77  -0.01
O -1.84 0.21 1.20  -0.37
H 1.38 0.70 -0.41  0.13
H 2.40 1.97 -0.56  0.31
O 1.60 1.49 -1.02  -0.49
H 0.87 1.25 -3.35  0.18
H 2.02 0.64 -4.34  0.29
O 1.71 1.41 -3.78  -0.66

Output
frontier orbital gap: 8.461 eV
spin multiplicity: 1
HOMO energy: -0.33178 Ha
total charge: 0
strongest force on any atom: 5.7 eV/Å
molar mass: 385.50 g/mol
ΔE to the lowest compared entry with this formula, charge and spin: 164.2 kcal/mol
energy: -55591.9570 eV
LUMO energy: -0.0208 Ha

=====

(2)
ORCA calculation (ωB97M-V/def2-TZVPD) on 15 unconnected molecules or ions with the total composition C5H39NO14.

Each line ends with the Mulliken charge.
CARTESIAN COORDINATES (ANGSTROEM)
C -3.61 0.09 2.68  -1.58
C -2.68 0.64 1.60  -0.36
C -3.12 0.22 0.18  -0.93
C -2.38 1.01 -0.84  0.60
C -2.94 1.81 -1.71  -0.81
N -0.98 0.91 -0.84  -0.01
H -4.28 -0.68 2.29  0.41
H -4.31 0.90 2.96  0.35
H -3.22 -0.23 3.64  0.40
H -2.65 1.74 1.47  0.38
H -1.64 0.39 1.75  0.61
H -3.07 -0.87 0.01  0.12
H -4.17 0.53 0.12  0.40
H -4.00 1.79 -1.93  0.25
H -2.38 2.38 -2.50  0.32
H -0.59 0.49 0.09  0.00
H -0.56 0.66 -1.71  -0.10
H 4.43 -2.72 0.23  0.42
H 3.17 -2.94 -0.37  0.23
O 4.10 -3.12 -0.57  -0.65
H 2.25 0.77 0.78  0.16
H 2.29 0.79 2.31  0.26
O 2.36 0.25 1.57  -0.45
H 1.89 1.93 -0.88  0.25
H 3.34 2.23 -0.28  0.38
O 2.83 1.80 -1.10  -0.63
H -1.17 3.00 0.06  0.33
H -2.42 3.93 0.14  0.32
O -1.59 3.72 0.61  -0.68
H 2.93 3.70 1.54  0.29
H 4.41 3.03 1.60  0.31
O 3.42 2.88 1.51  -0.60
H 3.02 -2.82 1.99  0.34
H 3.39 -1.50 2.23  0.31
O 3.87 -2.31 1.94  -0.69
H -1.76 -1.05 -2.64  0.25
H -2.35 -2.19 -1.67  0.29
O -1.56 -1.68 -1.90  -0.65
H -1.61 0.99 -4.50  0.28
H -0.25 0.09 -3.70  0.43
O -1.21 0.20 -4.03  -0.68
H 3.71 0.68 -2.30  0.34
H 3.19 -0.72 -1.97  0.39
O 3.57 -0.14 -2.69  -0.74
H -1.77 -3.18 0.16  0.31
H -0.31 -3.57 0.27  0.33
O -1.16 -3.64 0.71  -0.64
H 2.24 -0.21 -3.90  0.41
H 1.32 -1.47 -4.51  0.27
O 1.35 -0.51 -4.25  -0.69
H -1.76 1.82 3.58  0.30
H -0.69 2.87 3.20  0.33
O -0.80 1.94 3.60  -0.65
H 1.20 -2.66 -1.06  0.31
H 0.01 -1.60 -1.01  0.23
O 0.91 -1.81 -0.57  -0.35
H 0.34 -2.31 3.31  0.31
H 0.43 -3.32 2.26  0.31
O 1.01 -2.95 2.99  -0.64

Output
frontier orbital gap: 8.830 eV
spin multiplicity: 1
HOMO energy: -0.33230 Ha
total charge: 0
strongest force on any atom: 3.9 eV/Å
molar mass: 337.36 g/mol
ΔE to the lowest compared entry with this formula, charge and spin: 111.2 kcal/mol
energy: -35971.7372 eV
LUMO energy: -0.0078 Ha

=====

(3)
ORCA calculation (ωB97M-V/def2-TZVPD) on 14 unconnected molecules or ions with the total composition C5H39NO15.

Each line ends with the Mulliken charge.
CARTESIAN COORDINATES (ANGSTROEM)
C 2.37 -1.23 3.15  -1.11
N 1.51 -0.68 2.06  -0.20
C 0.92 -1.64 1.10  0.22
C 0.37 -0.75 -0.02  1.64
C 1.04 -0.68 -1.39  -2.11
O -1.05 -1.08 -0.16  -0.54
C 1.87 -2.70 0.60  -1.04
O 1.08 -3.49 -0.31  -0.43
H 3.38 -0.79 3.16  0.31
H 2.71 -2.28 3.22  0.31
H 1.76 -0.94 4.00  0.37
H 2.14 -0.09 1.50  0.09
H 0.11 -2.20 1.58  0.27
H 0.39 0.33 0.29  -0.30
H 0.92 -1.65 -1.86  0.18
H 2.10 -0.47 -1.41  0.34
H 0.40 -0.10 -2.06  0.58
H -1.32 -0.72 -1.03  0.05
H 2.84 -2.33 0.27  0.34
H 2.08 -3.42 1.43  0.50
H 1.49 -4.35 -0.43  0.35
H -1.79 0.90 -3.00  0.20
H -2.40 -0.56 -3.12  0.27
O -1.80 0.01 -2.61  -0.48
H -0.86 -3.44 -1.50  0.30
H -2.25 -2.75 -1.20  0.33
O -1.82 -3.57 -1.48  -0.68
H -2.82 1.32 3.00  0.40
H -2.65 0.28 1.91  0.31
O -3.26 0.55 2.60  -0.69
H -1.62 -2.03 -5.27  0.34
H -0.95 -1.06 -4.58  0.29
O -1.65 -1.06 -5.26  -0.64
H -1.89 3.10 -1.63  0.32
H -0.92 3.75 -2.56  0.30
O -1.28 2.86 -2.34  -0.67
H 0.34 0.74 2.20  0.59
H -0.69 1.94 1.83  0.36
O -0.05 1.60 2.49  -0.85
H 0.86 -5.00 -2.19  0.32
H 1.71 -4.45 -3.35  0.32
O 1.54 -5.23 -2.83  -0.63
H 4.12 2.29 0.74  0.32
H 2.95 2.07 -0.12  0.32
O 3.87 1.79 -0.05  -0.61
H -4.92 2.45 -0.40  0.26
H -4.09 3.67 -0.95  0.29
O -4.04 2.74 -0.70  -0.56
H 1.60 2.27 2.21  0.48
H 2.43 3.39 2.87  0.25
O 2.50 2.64 2.28  -0.62
H -1.10 2.01 4.07  0.34
H -1.82 2.71 5.21  0.30
O -1.73 2.74 4.24  -0.64
H 1.37 1.84 -1.81  0.28
H 0.45 2.97 -1.40  0.37
O 1.39 2.74 -1.50  -0.72
H -1.67 0.99 -0.21  0.40
H -2.51 2.22 0.50  0.31
O -1.66 1.81 0.26  -0.60

Output
frontier orbital gap: 9.645 eV
spin multiplicity: 1
HOMO energy: -0.36213 Ha
total charge: 0
strongest force on any atom: 2.7 eV/Å
molar mass: 353.36 g/mol
ΔE to the lowest compared entry with this formula, charge and spin: 109.3 kcal/mol
energy: -38019.9218 eV
LUMO energy: -0.0077 Ha

=====

(4)
ORCA calculation (ωB97M-V/def2-TZVPD) on a molecular structure, C5H3Br.

Each line ends with the Mulliken charge.
CARTESIAN COORDINATES (ANGSTROEM)
C -3.09 2.18 -0.31  -0.48
C -3.10 3.19 0.34  -0.07
C 0.08 -0.46 0.10  -0.73
C -0.74 0.56 -0.17  0.17
C -2.10 0.49 -0.34  0.15
Br -3.08 -0.95 0.02  0.07
H 1.10 -0.46 -0.04  0.28
H -0.26 -1.38 0.35  0.30
H -0.33 1.60 -0.33  0.32

Output
frontier orbital gap (spin up / spin down): 5.529 / 5.472 eV
spin multiplicity: 1
HOMO energy (spin up / spin down): -0.32017 / -0.31901 Ha
total charge: 0
strongest force on any atom: 12.1 eV/Å
molar mass: 142.98 g/mol
ΔE to the lowest compared entry with this formula, charge and spin: 138.4 kcal/mol
energy: -75266.0594 eV
LUMO energy (spin up / spin down): -0.1170 / -0.1179 Ha

=====

(5)
ORCA calculation (ωB97M-V/def2-TZVPD) on 2 unconnected molecules or ions with the total composition C5H3Cl.

Each line ends with the Mulliken charge.
CARTESIAN COORDINATES (ANGSTROEM)
C -0.43 -1.32 -0.04  -0.20
C 0.91 2.21 -0.42  0.30
C -1.33 -2.09 -0.33  -0.57
C 1.27 1.16 0.11  -0.29
C 1.83 0.00 0.61  -0.36
Cl 3.05 -0.91 -0.28  -0.03
H 1.57 -0.47 1.60  0.37
H 0.46 3.04 -0.87  0.44
H -2.13 -2.75 -0.55  0.35

Output
frontier orbital gap (spin up / spin down): 6.487 / 6.486 eV
spin multiplicity: 1
HOMO energy (spin up / spin down): -0.33321 / -0.33319 Ha
total charge: 0
strongest force on any atom: 4.0 eV/Å
molar mass: 98.53 g/mol
ΔE to the lowest compared entry with this formula, charge and spin: 113.4 kcal/mol
energy: -17747.3251 eV
LUMO energy (spin up / spin down): -0.0948 / -0.0948 Ha

=====

(6)
ORCA calculation (ωB97M-V/def2-TZVPD) on 2 unconnected molecules or ions with the total composition C5H3ClF5N.

Each line ends with the Mulliken charge.
CARTESIAN COORDINATES (ANGSTROEM)
F 0.79 3.94 2.45  -0.23
C 1.51 3.08 3.08  0.40
F 1.10 2.96 4.36  -0.23
C 2.51 2.41 2.54  0.42
F 2.87 2.71 1.29  -0.24
Cl 3.57 1.38 3.40  -0.12
F -0.31 1.24 1.60  -0.15
C -0.64 0.77 0.42  -0.08
C 0.18 0.04 -0.36  -0.34
C 1.51 -0.48 0.08  0.07
N 1.80 -0.71 1.25  -0.25
F 3.19 -1.10 1.36  -0.19
H -1.70 1.03 0.15  0.29
H -0.17 -0.43 -1.35  0.27
H 2.33 -0.49 -0.65  0.38

Output
frontier orbital gap: 9.834 eV
spin multiplicity: 1
HOMO energy: -0.34673 Ha
total charge: 0
SMILES: FC(F)=C(F)Cl.F/C=C\C=N\F
strongest force on any atom: 3.7 eV/Å
molar mass: 207.53 g/mol
ΔE to the lowest compared entry with this formula, charge and spin: 35.6 kcal/mol
energy: -32828.8663 eV
LUMO energy: 0.0147 Ha

=====

(7)
ORCA calculation (ωB97M-V/def2-TZVPD) on a gas-phase ion, C5H3ClO4 (charge -2).

Each line ends with the Mulliken charge.
CARTESIAN COORDINATES (ANGSTROEM)
O -1.73 1.62 -0.68  -0.72
C -1.40 1.29 0.47  0.32
O -1.67 1.86 1.54  -0.76
C -0.66 -0.08 0.64  -0.21
C -0.52 -1.02 -0.53  -0.75
C 0.70 -0.46 0.12  0.85
Cl 1.54 -1.64 1.17  -0.36
C 1.80 0.37 -0.64  0.27
O 2.57 1.03 0.07  -0.72
O 1.81 0.21 -1.86  -0.72
H -0.91 -0.52 1.60  0.35
H -0.76 -2.07 -0.41  0.24
H -0.76 -0.60 -1.49  0.22

Output
frontier orbital gap: 6.749 eV
spin multiplicity: 1
HOMO energy: -0.03412 Ha
total charge: -2
SMILES: O=C([O-])[C@H]1C[C@@]1(Cl)C(=O)[O-]
strongest force on any atom: 0.8 eV/Å
molar mass: 162.53 g/mol
ΔE to the lowest compared entry with this formula, charge and spin: 0.0 kcal/mol
energy: -25945.8800 eV
LUMO energy: 0.2139 Ha

=====

(8)
ORCA calculation (ωB97M-V/def2-TZVPD) on C5H3ClS in the gas phase.

Each line ends with the Mulliken charge.
CARTESIAN COORDINATES (ANGSTROEM)
C 0.38 -2.84 -0.19  -0.30
C 0.81 -1.72 -0.58  -0.30
C 0.85 -0.44 -0.92  -0.06
C 0.38 0.59 -0.24  0.56
Cl 0.34 2.06 -1.22  -0.22
C -0.58 0.60 0.89  -0.21
S -1.12 -0.63 1.71  -0.24
H 0.67 -3.66 0.44  0.30
H 1.17 -0.13 -2.01  0.24
H -0.73 1.70 1.21  0.22

Output
frontier orbital gap: 7.207 eV
spin multiplicity: 1
HOMO energy: -0.32092 Ha
total charge: 0
SMILES: C#C/C=C(/Cl)C=S
strongest force on any atom: 9.0 eV/Å
molar mass: 130.60 g/mol
ΔE to the lowest compared entry with this formula, charge and spin: 70.4 kcal/mol
energy: -28586.6990 eV
LUMO energy: -0.0561 Ha

=====

(9)
ORCA calculation (ωB97M-V/def2-TZVPD) on C5H3I in the gas phase.

Each line ends with the Mulliken charge.
CARTESIAN COORDINATES (ANGSTROEM)
C 0.21 1.03 0.85  0.44
C 1.04 1.61 0.06  -0.72
C -0.53 -0.08 1.31  -0.48
C -0.47 -0.80 0.14  -0.34
C 0.51 0.06 -0.71  -0.16
I -0.28 0.33 -2.65  0.13
H -1.21 -0.23 2.12  0.41
H -0.85 -1.79 -0.23  0.35
H 1.59 -0.14 -0.88  0.38

Output
frontier orbital gap: 8.906 eV
spin multiplicity: 1
HOMO energy: -0.33905 Ha
total charge: 0
strongest force on any atom: 3.3 eV/Å
molar mass: 189.98 g/mol
ΔE to the lowest compared entry with this formula, charge and spin: 39.2 kcal/mol
energy: -13328.0966 eV
LUMO energy: -0.0118 Ha

=====

(10)
ORCA calculation (ωB97M-V/def2-TZVPD) on 2 unconnected molecules or ions with the total composition C5H3IN4O.

Each line ends with the Mulliken charge.
CARTESIAN COORDINATES (ANGSTROEM)
C 1.69 -1.57 -1.06  -0.25
C 0.22 -0.18 -0.42  0.14
C -1.62 1.07 -0.59  0.00
C 0.96 -0.51 0.67  0.27
C 0.25 0.48 2.82  0.52
N 1.91 -1.44 0.19  -0.51
N 0.82 -0.10 1.96  -0.19
N 0.60 -0.86 -1.48  0.01
N -2.03 1.72 0.31  -0.33
O -0.10 0.93 3.81  -0.44
I -2.26 1.17 -2.62  0.02
H 2.39 -2.21 -1.67  0.35
H 0.01 -0.79 -2.28  0.12
H -2.85 2.30 0.34  0.29

Output
frontier orbital gap: 7.574 eV
spin multiplicity: 1
HOMO energy: -0.31249 Ha
total charge: 0
strongest force on any atom: 6.0 eV/Å
molar mass: 262.01 g/mol
energy: -21338.2533 eV
LUMO energy: -0.0341 Ha